# 1
Molecular formula: C24H29N3O4
Method: DFT, ωB97M-V/def2-TZVPD

Geometry as XYZ:
```
60
Properties=species:S:1:pos:R:3:nbo_charge:R:1
C 0.15 -6.64 -5.34 -0.26
H 0.34 -6.83 -6.47 0.20
O -1.13 -6.03 -5.56 -0.50
C -1.78 -5.59 -4.26 0.27
C -1.41 -5.72 -2.98 -0.21
C -1.93 -5.40 -1.74 -0.22
C -3.12 -4.81 -1.74 -0.01
C -3.67 -4.45 -3.32 -0.10
C -2.95 -4.83 -4.41 -0.24
H -3.40 -4.76 -5.34 0.22
H -4.40 -4.02 -3.42 0.13
C -3.80 -4.20 -0.81 -0.44
C -3.53 -2.94 -0.31 0.51
N -3.73 -1.91 -0.71 -0.39
C -2.99 -0.85 -0.21 0.14
C -2.85 0.43 -0.04 -0.26
C -2.00 1.04 0.61 -0.23
C -0.88 0.36 1.28 -0.04
C -0.87 -1.08 1.04 -0.26
C -1.81 -1.70 0.60 0.28
O -2.21 -2.88 0.37 -0.47
H 0.10 -1.58 1.79 0.20
C 0.38 1.06 1.77 0.66
O 1.55 0.84 1.52 -0.61
N -0.01 2.10 2.52 -0.45
C -1.37 2.06 3.30 -0.43
H -2.11 1.26 3.24 0.23
H -1.76 2.98 2.84 0.21
H -1.20 2.21 4.57 0.20
C 1.00 2.73 3.42 -0.21
H 1.02 2.73 4.34 0.17
C 0.85 4.36 2.86 -0.35
C 1.36 4.37 1.43 -0.21
N 2.66 4.23 1.41 -0.47
C 3.50 5.44 1.44 -0.25
C 5.18 4.97 1.33 -0.05
O 5.33 4.35 0.22 -0.51
C 4.78 2.93 0.45 -0.02
C 3.21 3.39 0.18 -0.20
H 2.80 2.46 0.24 0.20
H 2.93 3.76 -0.64 0.17
H 5.22 2.50 -0.42 0.20
H 4.86 2.55 1.27 0.16
H 5.56 5.99 1.55 0.18
H 5.28 4.62 2.34 0.16
H 3.13 5.87 2.23 0.17
H 3.26 5.95 0.55 0.15
H 0.65 3.55 0.92 0.21
H 1.06 5.43 0.94 0.14
H 0.02 4.69 3.10 0.17
H 1.58 4.86 3.47 0.18
H 1.97 2.40 2.94 0.25
H -1.90 2.06 0.28 0.23
H -3.72 0.89 -0.62 0.21
H -4.99 -4.38 -0.87 0.26
H -3.57 -5.21 0.15 0.21
H -1.55 -5.55 -0.88 0.21
H -0.18 -6.28 -2.79 0.18
H 0.15 -7.56 -4.91 0.17
H 0.94 -6.21 -4.75 0.19
```

Values from the calculation:
lowest unoccupied orbital energy: -0.22 eV
orbital gap: 7.751 eV
HOMO energy: -7.97 eV
E_tot: -1396.3045 Eh
energy above the lowest of the compared OMol25 structures with the same formula, charge and spin: 599.2 kcal per mole



# 2
Molecular formula: C24H29N3O4S
Method: DFT, ωB97M-V/def2-TZVPD

Geometry as XYZ:
```
61
Properties=species:S:1:pos:R:3:nbo_charge:R:1
C -3.94 -1.65 1.74 -0.66
C -3.56 -1.76 0.31 0.21
N -4.39 -1.54 -0.68 -0.13
O -3.70 -1.73 -1.84 -0.27
C -2.44 -2.07 -1.57 0.42
C -1.50 -2.34 -2.67 -0.68
C -2.28 -2.11 -0.20 -0.53
S -0.88 -2.52 0.78 2.35
O -1.22 -3.60 1.65 -0.93
O 0.28 -2.69 -0.06 -0.96
N -0.75 -1.16 1.74 -0.71
C -0.09 -1.35 3.02 -0.32
C 1.35 -0.82 3.00 0.66
O 1.82 -0.20 3.93 -0.62
N 2.02 -1.08 1.86 -0.64
C 3.33 -0.51 1.61 -0.20
C 4.05 -1.28 0.51 -0.43
C 3.31 -1.21 -0.80 -0.04
C 3.07 0.01 -1.42 -0.17
C 2.39 0.07 -2.62 -0.23
C 1.94 -1.09 -3.23 -0.23
C 2.18 -2.31 -2.62 -0.21
C 2.85 -2.37 -1.42 -0.19
C -0.73 0.11 1.14 0.21
C -0.39 0.27 -0.20 -0.26
C -0.43 1.52 -0.79 -0.20
C -0.79 2.65 -0.06 -0.01
C -0.82 4.01 -0.72 -0.24
C 0.23 4.93 -0.09 -0.59
C -2.21 4.63 -0.63 -0.60
C -1.11 2.48 1.28 -0.20
C -1.08 1.24 1.88 -0.25
H -5.02 -1.64 1.83 0.24
H -3.52 -2.49 2.28 0.25
H -3.53 -0.73 2.15 0.23
H -0.54 -2.66 -2.26 0.26
H -1.90 -3.11 -3.33 0.24
H -1.36 -1.44 -3.26 0.24
H -0.63 -0.85 3.82 0.23
H -0.09 -2.42 3.21 0.26
H 1.58 -1.59 1.10 0.42
H 3.89 -0.55 2.55 0.22
H 3.22 0.54 1.34 0.19
H 5.04 -0.84 0.39 0.23
H 4.17 -2.32 0.81 0.22
H 3.43 0.92 -0.96 0.20
H 2.22 1.03 -3.09 0.21
H 1.42 -1.04 -4.17 0.21
H 1.84 -3.22 -3.09 0.21
H 3.02 -3.33 -0.95 0.22
H -0.07 -0.58 -0.78 0.24
H -0.17 1.61 -1.83 0.21
H -0.57 3.88 -1.78 0.20
H 0.25 5.89 -0.60 0.21
H 1.22 4.48 -0.16 0.21
H 0.01 5.10 0.96 0.20
H -2.49 4.82 0.41 0.20
H -2.23 5.58 -1.17 0.21
H -2.96 3.97 -1.06 0.21
H -1.38 3.34 1.88 0.21
H -1.33 1.14 2.92 0.22
```

Values from the calculation:
lowest unoccupied orbital energy: 0.58 eV
SMILES: Cc1noc(C)c1S(=O)(=O)N(CC(=O)NCCc1ccccc1)c1ccc(C(C)C)cc1
orbital gap: 9.347 eV
HOMO energy: -8.76 eV
E_tot: -1795.3473 Eh
energy above the lowest of the compared OMol25 structures with the same formula, charge and spin: 69.7 kcal per mole